#A
An isolated ion of composition C5H10N3S and charge +1. Source: the Open Molecules 2025 dataset; level of theory: ωB97M-V/def2-TZVPD.

CARTESIAN COORDINATES (ANGSTROEM)
C 0.611 -2.414 0.496
C 0.741 -0.975 1.099
N 0.262 0.017 0.178
C 0.340 -0.006 -1.109
C -0.099 1.331 -1.574
N 0.210 2.116 -0.408
C -0.376 1.289 0.592
N -1.785 1.170 0.228
S -2.074 1.246 -1.498
H 1.309 -2.754 -0.277
H 0.665 -3.213 1.294
H -0.348 -2.485 -0.011
H 0.175 -1.068 1.937
H 1.846 -0.632 1.242
H 0.787 -0.722 -1.660
H 0.229 1.806 -2.439
H 0.151 3.084 -0.584
H -0.280 1.730 1.682
H -2.365 0.477 0.811

total charge	+1
orbital gap	7.952	eV
SMILES	CC[N+]1=C[C@@H]2N[C@H]1NS2
HOMO energy	-12.61	eV

=====

#B
C5H10N3S as an isolated structure. Source: the Open Molecules 2025 dataset; level of theory: ωB97M-V/def2-TZVPD.

CARTESIAN COORDINATES (ANGSTROEM)
C -1.545 0.526 0.122
C -0.217 0.291 0.112
C -2.498 -0.528 -0.026
C 0.259 -1.095 0.136
C -3.934 -0.333 -0.302
N -2.099 -1.772 -0.044
N -0.831 -2.074 0.018
N 4.029 0.094 -0.180
S 1.874 -1.677 0.164
H -1.995 1.482 -0.065
H 0.530 1.103 -0.009
H -4.160 0.647 -0.565
H -4.346 -0.548 0.674
H -4.363 -1.069 -0.871
H -0.608 -3.015 -0.217
H 3.492 0.555 0.612
H 4.161 0.752 -0.936
H 4.970 -0.230 0.000
H 3.343 -0.683 -0.311

total charge	+1
orbital gap (spin up / spin down)	8.157 / 8.156	eV
HOMO energy (spin up / spin down)	-12.02 / -12.02	eV

=====

#C
A 2-piece molecular cluster, C5H10N3S overall. Source: the Open Molecules 2025 dataset; level of theory: ωB97M-V/def2-TZVPD.

CARTESIAN COORDINATES (ANGSTROEM)
C 1.067 1.332 -2.058
C 2.290 1.009 -1.534
C 0.520 -0.113 -0.383
C -0.747 0.776 1.659
C -0.417 -0.838 0.427
N 0.063 0.673 -1.348
N -0.117 -1.927 1.198
N -1.753 -0.806 -0.113
S 2.298 -0.202 -0.281
H 0.689 1.999 -2.795
H 3.305 1.389 -1.796
H -1.288 0.100 2.354
H 0.301 1.027 2.015
H -1.106 1.414 0.962
H -0.810 -2.405 1.697
H 0.784 -1.775 1.658
H -0.923 0.800 -1.424
H -1.775 -1.462 -0.872
H -2.383 -0.991 0.634

total charge	+1
orbital gap	7.926	eV
HOMO energy	-12.12	eV

=====

Which of them is the least stable? Correct choice: #A.

=====

#A
C43H48BN7PSe2V as an isolated structure. Source: the Open Molecules 2025 dataset; level of theory: ωB97M-V/def2-TZVPD.

CARTESIAN COORDINATES (ANGSTROEM)
V 0.147 -0.286 -0.643
C 1.482 2.925 2.214
C 0.246 3.224 3.059
C 0.549 3.008 4.545
C -0.967 2.422 2.648
C -2.227 2.434 3.303
C -3.020 1.605 2.547
N -2.258 1.124 1.545
N -0.995 1.618 1.594
B -2.709 0.265 0.372
N -2.122 -1.179 0.449
C -2.830 -2.313 0.362
C -2.070 -3.338 0.880
C -0.863 -2.737 1.289
N -0.891 -1.427 1.015
C 0.251 -3.354 2.095
C -0.344 -4.177 3.245
C 1.211 -4.204 1.262
N -2.303 1.084 -0.922
C -3.140 1.992 -1.417
C -2.490 2.713 -2.389
C -1.201 2.174 -2.463
N -1.068 1.195 -1.536
C -0.180 2.620 -3.492
C -0.905 3.194 -4.714
C 0.790 1.536 -3.950
H 2.288 3.620 2.467
H 1.842 1.909 2.383
H 1.273 3.017 1.146
H -0.016 4.275 2.920
H 0.726 1.945 4.740
H 1.449 3.562 4.833
H -0.270 3.337 5.190
H -2.511 2.998 4.180
H -4.060 1.319 2.639
H -3.913 0.168 0.369
H -3.833 -2.303 -0.041
H -2.356 -4.376 0.982
H 0.816 -2.532 2.519
H -0.820 -5.091 2.871
H 0.446 -4.475 3.940
H -1.094 -3.609 3.800
H 0.667 -4.963 0.686
H 1.790 -3.581 0.578
H 1.923 -4.717 1.917
H -4.149 2.062 -1.035
H -2.903 3.514 -2.980
H 0.392 3.441 -3.051
H -1.568 2.442 -5.158
H -1.501 4.080 -4.482
H -0.167 3.483 -5.466
H 0.283 0.577 -4.087
H 1.232 1.822 -4.909
H 1.604 1.374 -3.259
Se 2.095 -0.314 1.612
P 3.353 0.241 0.006
Se 2.448 -0.500 -1.810
C 3.536 2.046 -0.093
C 2.766 2.822 -0.951
C 2.890 4.207 -0.954
C 3.789 4.826 -0.097
C 4.555 4.058 0.773
C 4.426 2.676 0.779
C 5.069 -0.335 0.090
C 5.956 0.017 -0.930
C 7.282 -0.382 -0.866
C 7.731 -1.139 0.215
C 6.849 -1.501 1.223
C 5.514 -1.098 1.162
H 2.059 2.347 -1.612
H 2.274 4.802 -1.619
H 3.891 5.906 -0.102
H 5.251 4.537 1.451
H 5.014 2.084 1.472
H 5.602 0.598 -1.777
H 7.967 -0.108 -1.659
H 8.771 -1.441 0.270
H 7.194 -2.101 2.057
H 4.815 -1.369 1.944
N -0.403 -1.464 -1.760
C -0.904 -2.326 -2.556
C -2.326 -2.149 -2.997
C -2.768 -0.908 -3.438
C -4.097 -0.722 -3.798
C -4.992 -1.780 -3.713
C -4.553 -3.027 -3.275
C -3.224 -3.214 -2.924
C -0.091 -3.484 -3.048
C 1.006 -3.909 -2.310
C 1.771 -4.982 -2.740
C 1.451 -5.628 -3.928
C 0.372 -5.192 -4.687
C -0.403 -4.125 -4.245
H -2.068 -0.083 -3.496
H -4.430 0.251 -4.142
H -6.030 -1.636 -3.989
H -5.250 -3.854 -3.204
H -2.877 -4.183 -2.578
H 1.256 -3.384 -1.403
H 2.616 -5.312 -2.148
H 2.045 -6.471 -4.265
H 0.134 -5.679 -5.624
H -1.244 -3.783 -4.839

total charge	0
orbital gap (spin up / spin down)	7.846 / 7.384	eV
multiplicity	3
expectation value of S²	2.092
HOMO energy (spin up / spin down)	-7.53 / -7.64	eV

=====

#B
C43H48BN7PSe2V as an isolated structure. Source: the Open Molecules 2025 dataset; level of theory: ωB97M-V/def2-TZVPD.

CARTESIAN COORDINATES (ANGSTROEM)
V -0.278 -0.046 -0.090
C 0.926 2.980 3.489
C -0.437 3.335 4.053
C -0.472 3.042 5.557
C -1.556 2.602 3.364
C -2.894 2.665 3.805
C -3.586 1.871 2.933
N -2.713 1.373 2.039
N -1.457 1.820 2.284
B -3.106 0.519 0.837
N -2.539 -0.908 0.959
C -3.261 -2.038 0.865
C -2.538 -3.062 1.433
C -1.345 -2.465 1.882
N -1.357 -1.167 1.575
C -0.290 -3.075 2.759
C -0.956 -3.861 3.893
C 0.687 -3.971 1.996
N -2.645 1.312 -0.438
C -3.476 2.215 -0.963
C -2.807 2.901 -1.947
C -1.519 2.350 -1.985
N -1.427 1.400 -1.030
C -0.494 2.791 -3.009
C -1.209 3.235 -4.293
C 0.557 1.746 -3.375
H 1.704 3.609 3.924
H 1.157 1.941 3.711
H 0.931 3.117 2.413
H -0.608 4.408 3.907
H -0.401 1.966 5.726
H 0.372 3.525 6.052
H -1.391 3.402 6.020
H -3.278 3.225 4.639
H -4.635 1.627 2.881
H -4.298 0.446 0.786
H -4.242 -2.035 0.419
H -2.833 -4.092 1.533
H 0.276 -2.252 3.197
H -1.422 -4.772 3.513
H -0.209 -4.143 4.636
H -1.722 -3.262 4.386
H 0.153 -4.728 1.416
H 1.308 -3.375 1.328
H 1.352 -4.475 2.700
H -4.486 2.316 -0.607
H -3.200 3.698 -2.550
H 0.024 3.666 -2.598
H -1.810 2.417 -4.696
H -1.857 4.096 -4.139
H -0.470 3.516 -5.043
H 0.124 0.746 -3.460
H 1.015 2.008 -4.329
H 1.355 1.707 -2.643
Se 2.227 -0.352 2.305
P 3.081 0.346 0.506
Se 1.996 -0.376 -1.246
C 3.164 2.174 0.408
C 2.222 2.906 -0.304
C 2.286 4.291 -0.322
C 3.290 4.945 0.375
C 4.217 4.217 1.109
C 4.151 2.833 1.134
C 4.834 -0.109 0.295
C 5.518 0.340 -0.832
C 6.866 0.058 -0.975
C 7.526 -0.679 0.001
C 6.836 -1.154 1.106
C 5.486 -0.864 1.259
H 1.429 2.392 -0.835
H 1.540 4.861 -0.861
H 3.344 6.026 0.359
H 4.989 4.731 1.668
H 4.855 2.259 1.724
H 4.984 0.900 -1.592
H 7.405 0.404 -1.847
H 8.584 -0.882 -0.100
H 7.348 -1.752 1.848
H 4.933 -1.211 2.123
N -0.810 -1.197 -1.173
C -1.308 -2.058 -1.968
C -2.683 -1.850 -2.503
C -3.044 -0.651 -3.109
C -4.337 -0.468 -3.575
C -5.280 -1.474 -3.430
C -4.926 -2.673 -2.825
C -3.631 -2.864 -2.373
C -0.573 -3.278 -2.359
C 0.414 -3.794 -1.520
C 1.065 -4.969 -1.848
C 0.765 -5.622 -3.036
C -0.175 -5.083 -3.905
C -0.853 -3.925 -3.564
H -2.298 0.124 -3.231
H -4.607 0.462 -4.059
H -6.291 -1.327 -3.788
H -5.661 -3.458 -2.700
H -3.346 -3.794 -1.896
H 0.642 -3.261 -0.609
H 1.805 -5.383 -1.174
H 1.270 -6.545 -3.291
H -0.383 -5.572 -4.848
H -1.589 -3.506 -4.238

total charge	0
orbital gap (spin up / spin down)	7.654 / 7.142	eV
multiplicity	3
expectation value of S²	2.094
HOMO energy (spin up / spin down)	-7.49 / -7.59	eV

=====

Which of them is the least stable? Correct choice: #B.